The following is a DFT calculation (ωB97M-V/def2-TZVPD) of 2 unconnected molecules or ions with the total composition C5H11NO in a non-equilibrium geometry.

Positions of all 18 atoms, in Å:
C 2.71 1.28 1.02
C 1.51 1.83 0.80
N 0.26 1.17 1.14
C -0.82 1.25 0.08
H 2.78 0.39 1.61
H 3.57 1.79 0.55
H 1.37 2.80 0.27
H 0.27 0.25 1.47
H -1.72 0.76 0.49
H -1.10 2.33 -0.07
H -0.52 0.76 -0.86
C -0.06 -2.27 -1.06
C -1.39 -1.82 -0.55
O -2.18 -1.20 -1.27
H -0.19 -3.20 -1.65
H 0.65 -2.55 -0.26
H 0.36 -1.46 -1.71
H -1.58 -2.09 0.53

Calculated values
- spin multiplicity = 1
- energy relative to the best compared isomer or geometry (same formula, charge and spin) (eV) = 2.658
- lowest unoccupied orbital energy (eV) = 0.73
- SMILES string = C=CNC.CC=O
- molar mass (g mol⁻¹) = 101.1
- max |F| (eV Å⁻¹) = 3.8
- orbital gap (eV) = 8.94

***

The following is a DFT calculation (ωB97M-V/def2-TZVPD) of 2 unconnected molecules or ions with the total composition C5H11NO.

Positions of all 18 atoms, in Å:
C 3.24 -1.20 1.07
C 2.86 -0.38 0.09
C 1.48 0.05 -0.20
C 0.43 -0.34 0.51
C -0.97 0.15 0.28
N -1.97 -0.62 1.02
H 4.29 -1.34 1.27
H 2.51 -1.89 1.48
H 3.61 -0.05 -0.63
H 1.28 0.79 -0.96
H 0.52 -1.06 1.32
H -1.00 1.22 0.54
H -1.23 0.06 -0.77
H -1.99 -0.31 1.99
H -2.89 -0.54 0.61
O -3.41 1.63 -2.27
H -2.88 1.83 -1.49
H -3.69 2.48 -2.62

Calculated values
- spin multiplicity = 1
- energy relative to the best compared isomer or geometry (same formula, charge and spin) (eV) = 2.504
- lowest unoccupied orbital energy (eV) = 0.71
- SMILES string = C=C/C=C/CN.O
- molar mass (g mol⁻¹) = 101.1
- max |F| (eV Å⁻¹) = 0.9
- orbital gap (eV) = 9.19

***

The following is a DFT calculation (ωB97M-V/def2-TZVPD) of 2 unconnected molecules or ions with the total composition C5H11NO in a non-equilibrium geometry.

Positions of all 18 atoms, in Å:
C 3.42 -0.53 0.15
C 2.40 -1.45 0.00
C 1.06 -1.15 -0.40
C 0.47 0.10 -0.58
C -1.01 0.21 -0.83
N -1.72 1.41 -0.42
H 4.38 -0.88 0.75
H 3.07 0.54 0.32
H 2.70 -2.44 0.20
H 0.37 -2.03 -0.65
H 1.02 0.98 -0.40
H -1.57 -0.66 -0.46
H -1.07 -0.13 -1.93
H -1.28 1.90 0.40
H -1.87 2.24 -1.03
O -3.69 0.27 1.62
H -3.27 0.81 0.90
H -3.40 0.83 2.35

Calculated values
- spin multiplicity = 1
- energy relative to the best compared isomer or geometry (same formula, charge and spin) (eV) = 3.390
- lowest unoccupied orbital energy (eV) = 0.22
- SMILES string = C=C/C=C/CN.O
- molar mass (g mol⁻¹) = 101.1
- max |F| (eV Å⁻¹) = 3.9
- orbital gap (eV) = 8.61

***

The following is a DFT calculation (ωB97M-V/def2-TZVPD) of C5H11NO in the gas phase.

Positions of all 18 atoms, in Å:
C 0.29 -2.24 0.28
C 0.86 -0.93 0.82
N 0.19 0.25 0.31
C -0.89 0.82 1.10
C 0.46 0.62 -0.98
C -0.33 1.77 -1.57
O 1.32 0.04 -1.63
H 0.80 -3.10 0.72
H 0.44 -2.27 -0.81
H -0.78 -2.32 0.49
H 1.92 -0.86 0.56
H 0.79 -0.91 1.92
H -0.59 0.83 2.16
H -1.08 1.85 0.81
H -1.83 0.25 1.01
H -0.06 1.85 -2.62
H -0.09 2.72 -1.08
H -1.41 1.62 -1.49

Calculated values
- spin multiplicity = 1
- energy relative to the best compared isomer or geometry (same formula, charge and spin) (eV) = 0.344
- lowest unoccupied orbital energy (eV) = 0.89
- SMILES string = CCN(C)C(C)=O
- molar mass (g mol⁻¹) = 101.1
- max |F| (eV Å⁻¹) = 0.3
- orbital gap (eV) = 10.05